Record 1
107
Properties=species:S:1:pos:R:3 method="wB97M-V/def2-TZVPD" orbital_gap_ev=9.9 e_lumo_ev=0.37 energy_ev=-311662.154 smiles="O=C1CC[C@H](CCF)N1.ClCCCl.ClCCCl.ClCCCl.ClCCCl.ClCCCl.ClCCCl.ClCCCl.ClCCCl.ClCCCl.ClCCCl.ClCCCl" multiplicity=1 total_charge=0 max_force_ha_per_bohr=0.1035
O 3.402 4.802 -3.175
C 2.861 5.235 -2.249
C 3.311 6.451 -1.382
C 2.438 6.448 -0.082
C 1.749 5.018 -0.217
C 2.639 4.071 0.631
C 3.209 2.871 -0.136
F 4.125 2.246 0.726
N 1.639 4.745 -1.635
H 3.012 7.329 -1.968
H 4.346 6.400 -1.031
H 1.708 7.290 -0.147
H 2.940 6.646 0.870
H 0.758 5.224 0.202
H 3.485 4.589 1.092
H 2.009 3.653 1.427
H 3.796 3.143 -1.020
H 2.426 2.140 -0.359
H 0.943 5.347 -2.078
Cl -1.511 3.094 -0.002
C -0.977 1.455 0.462
C -1.059 1.219 1.948
Cl 0.138 2.189 2.855
H 0.037 1.320 0.091
H -1.621 0.752 -0.067
H -0.844 0.174 2.162
H -2.043 1.452 2.343
Cl -1.353 6.301 -2.111
C -2.084 7.504 -1.023
C -1.314 8.797 -1.048
Cl 0.302 8.596 -0.308
H -2.120 7.079 -0.022
H -3.106 7.668 -1.362
H -1.842 9.559 -0.475
H -1.180 9.166 -2.063
Cl 3.617 0.954 -6.471
C 2.827 1.783 -5.098
C 3.795 2.105 -3.987
Cl 4.373 0.636 -3.155
H 2.013 1.152 -4.748
H 2.401 2.705 -5.491
H 3.300 2.721 -3.238
H 4.661 2.648 -4.356
Cl -3.064 -0.370 5.662
C -4.794 -0.068 5.362
C -5.058 0.329 3.931
Cl -4.397 1.939 3.548
H -5.128 0.697 6.059
H -5.322 -0.994 5.591
H -6.132 0.378 3.753
H -4.628 -0.387 3.234
Cl -1.826 -1.223 -1.176
C -1.261 -2.846 -0.694
C -1.404 -3.079 0.784
Cl -0.288 -2.064 1.733
H -0.230 -2.950 -1.022
H -1.866 -3.566 -1.243
H -1.170 -4.117 1.013
H -2.417 -2.872 1.123
Cl -0.549 -5.683 -2.539
C -0.418 -5.476 -4.301
C -0.951 -4.132 -4.735
Cl -2.720 -4.025 -4.536
H -0.948 -6.292 -4.786
H 0.639 -5.561 -4.551
H -0.741 -3.968 -5.791
H -0.498 -3.318 -4.172
Cl 2.735 -6.947 -2.941
C 3.174 -7.406 -1.276
C 2.634 -8.762 -0.896
Cl 0.858 -8.760 -0.746
H 2.809 -6.630 -0.606
H 4.262 -7.416 -1.228
H 3.032 -9.057 0.075
H 2.911 -9.522 -1.623
Cl -1.333 -9.121 3.597
C -2.643 -9.105 2.390
C -2.302 -8.255 1.192
Cl -2.242 -6.519 1.593
H -3.549 -8.758 2.881
H -2.797 -10.137 2.076
H -3.067 -8.375 0.425
H -1.343 -8.536 0.763
Cl 1.163 -2.166 4.725
C 0.241 -1.026 5.739
C 0.857 0.352 5.755
Cl 2.417 0.380 6.617
H 0.172 -1.446 6.740
H -0.764 -0.973 5.319
H 0.195 1.043 6.275
H 1.021 0.728 4.746
Cl 2.732 -1.402 -10.353
C 3.189 -1.923 -8.711
C 2.685 -3.309 -8.393
Cl 0.909 -3.351 -8.240
H 2.808 -1.186 -8.006
H 4.277 -1.908 -8.666
H 3.092 -3.640 -7.439
H 2.977 -4.028 -9.155
Cl -5.948 3.125 6.961
C -4.840 4.020 8.034
C -3.512 4.310 7.379
Cl -2.536 2.840 7.126
H -4.717 3.442 8.947
H -5.337 4.956 8.285
H -2.927 4.968 8.020
H -3.640 4.797 6.415

Record 2
105
Properties=species:S:1:pos:R:3 method="wB97M-V/def2-TZVPD" orbital_gap_ev=6.6 e_lumo_ev=1.71 energy_ev=-95132.044 multiplicity=1 total_charge=-1 max_force_ha_per_bohr=0.3562
C 14.200 -6.604 -14.431
C 12.988 -7.388 -14.796
O 12.590 -7.290 -15.970
O 12.308 -7.741 -13.782
H 14.626 -6.195 -15.347
H 14.944 -7.353 -14.158
H 14.055 -5.966 -13.559
C 15.902 -5.070 -14.853
C 17.170 -4.277 -14.541
O 16.982 -3.864 -13.190
C 15.837 -4.255 -12.729
O 15.481 -4.245 -11.573
O 15.184 -5.136 -13.664
H 16.050 -6.141 -14.989
H 15.338 -4.657 -15.689
H 17.186 -3.458 -15.261
H 18.034 -4.816 -14.928
C 12.487 -4.928 -12.312
C 11.513 -5.579 -11.299
O 10.286 -5.359 -11.906
C 10.333 -4.227 -12.705
O 9.339 -3.596 -13.141
O 11.669 -3.880 -12.882
H 12.849 -5.536 -13.141
H 13.332 -4.338 -11.957
H 11.676 -5.256 -10.271
H 11.698 -6.653 -11.328
C 10.731 -5.216 -17.718
C 11.880 -6.108 -18.226
O 11.119 -7.180 -18.812
C 9.935 -7.313 -18.141
O 9.099 -8.182 -18.272
O 9.749 -6.155 -17.421
H 10.340 -4.737 -18.615
H 10.945 -4.480 -16.943
H 12.348 -6.604 -17.376
H 12.517 -5.571 -18.929
C 10.058 -7.009 -15.564
C 9.657 -7.883 -14.397
O 8.584 -7.927 -13.922
N 10.643 -8.671 -14.088
C 10.627 -9.742 -13.137
H 11.078 -6.681 -15.366
H 9.379 -6.200 -15.835
H 10.136 -7.633 -16.454
H 11.479 -8.571 -14.645
H 11.369 -9.555 -12.361
H 11.198 -10.582 -13.531
H 9.647 -10.112 -12.834
C 12.806 -9.569 -12.968
C 14.172 -9.884 -13.470
O 15.107 -10.059 -12.712
N 14.381 -9.999 -14.805
C 15.573 -10.603 -15.390
H 12.114 -9.489 -13.806
H 12.884 -8.719 -12.290
H 12.377 -10.353 -12.345
H 13.647 -9.751 -15.453
H 15.766 -11.676 -15.387
H 16.470 -10.195 -14.926
H 15.809 -10.252 -16.394
C 14.527 -5.474 -17.309
C 13.392 -4.605 -16.769
O 13.431 -3.373 -16.890
N 12.406 -5.194 -16.076
C 11.470 -4.498 -15.234
H 15.429 -5.318 -16.717
H 14.946 -5.346 -18.307
H 14.119 -6.483 -17.377
H 12.280 -6.188 -15.951
H 11.914 -4.271 -14.265
H 10.599 -5.138 -15.098
H 11.314 -3.536 -15.722
C 18.215 -5.506 -18.197
C 17.155 -6.045 -17.256
O 16.888 -5.328 -16.264
N 16.640 -7.236 -17.525
C 15.566 -8.000 -16.928
H 18.921 -6.157 -18.712
H 18.978 -5.004 -17.602
H 17.681 -4.728 -18.743
H 16.924 -7.610 -18.420
H 14.971 -7.291 -16.350
H 15.801 -8.733 -16.156
H 14.908 -8.430 -17.683
C 17.696 -10.366 -11.448
C 17.673 -9.413 -12.688
O 18.807 -9.068 -13.089
N 16.496 -8.819 -13.082
C 16.417 -7.783 -14.138
H 17.985 -11.341 -11.839
H 16.804 -10.395 -10.822
H 18.583 -10.149 -10.853
H 15.674 -9.398 -12.989
H 15.652 -7.867 -14.910
H 17.290 -7.801 -14.790
H 16.525 -6.793 -13.696
Cl 11.784 -10.690 -15.613
C 11.673 -9.378 -16.917
C 13.036 -9.351 -17.573
Cl 13.314 -10.658 -18.760
H 11.490 -8.390 -16.494
H 10.820 -9.461 -17.590
H 13.879 -9.574 -16.918
H 13.203 -8.346 -17.962

Record 3
87
Properties=species:S:1:pos:R:3 method="wB97M-V/def2-TZVPD" orbital_gap_ev=6.4 e_lumo_ev=2.38 energy_ev=-42159.578 multiplicity=1 total_charge=-1 max_force_ha_per_bohr=0.0190
C -1.470 2.398 3.422
C -2.078 2.038 4.797
C -3.600 1.815 4.770
C -4.019 0.333 4.664
C -4.822 0.026 3.388
C -4.859 -1.472 3.022
C -3.874 -1.815 1.892
C -2.410 -1.968 2.359
C -1.748 -3.243 1.799
C -0.241 -3.091 1.520
C 0.718 -3.769 2.525
C 1.739 -2.778 3.100
C 2.899 -2.555 2.103
C 3.484 -1.129 2.079
In 4.027 -0.480 -0.008
C 2.743 -1.728 -1.364
C 2.651 -1.255 -2.780
C 2.748 -2.146 -3.853
C 2.636 -1.734 -5.177
C 2.414 -0.396 -5.486
C 2.264 0.049 -6.919
C 2.338 0.504 -4.425
C 2.457 0.096 -3.107
H -2.199 2.298 2.618
H -1.115 3.429 3.423
H -0.608 1.774 3.192
H -1.557 1.171 5.206
H -1.869 2.867 5.478
H -4.001 2.351 3.906
H -4.058 2.264 5.653
H -3.148 -0.321 4.722
H -4.647 0.090 5.526
H -4.325 0.559 2.573
H -5.825 0.435 3.523
H -4.619 -2.081 3.897
H -5.864 -1.707 2.662
H -3.937 -1.064 1.108
H -4.208 -2.757 1.455
H -2.414 -2.008 3.451
H -1.830 -1.098 2.049
H -2.258 -3.474 0.861
H -1.946 -4.064 2.493
H -0.013 -2.023 1.530
H -0.037 -3.460 0.514
H 0.141 -4.233 3.333
H 1.235 -4.583 2.010
H 1.231 -1.828 3.273
H 2.140 -3.188 4.031
H 3.687 -3.291 2.282
H 2.483 -2.800 1.118
H 4.378 -1.083 2.708
H 2.734 -0.446 2.489
H 3.820 1.233 -0.205
H 5.755 -0.908 -0.253
H 1.736 -1.808 -0.938
H 3.149 -2.745 -1.359
H 2.907 -3.199 -3.643
H 2.725 -2.474 -5.966
H 3.156 0.548 -7.301
H 1.407 0.717 -7.027
H 2.053 -0.817 -7.551
H 2.171 1.553 -4.652
H 2.414 0.825 -2.307
C -4.371 -1.097 -1.986
O -4.132 -1.967 -1.173
N -3.507 -0.700 -2.940
C -3.827 0.346 -3.886
C -2.206 -1.352 -3.009
H -5.326 -0.542 -2.002
H -3.788 -0.037 -4.909
H -3.119 1.172 -3.797
H -4.830 0.722 -3.692
H -2.328 -2.423 -3.176
H -1.663 -1.219 -2.073
H -1.629 -0.921 -3.823
C 3.994 4.201 -2.277
O 3.642 3.140 -1.818
N 3.997 5.361 -1.574
C 4.430 6.613 -2.145
C 3.546 5.313 -0.194
H 4.356 4.320 -3.315
H 5.281 7.019 -1.592
H 3.621 7.350 -2.125
H 4.731 6.457 -3.180
H 4.164 4.625 0.383
H 2.517 4.955 -0.142
H 3.607 6.311 0.238

no.,HOMO energy (eV)
1,-9.54
2,-4.94
3,-3.98